A molecular structure, C17H23F5FeNO3P2, computed with wB97M-V/def2-TZVPD.

Geometry as XYZ:
```
52
Properties=species:S:1:pos:R:3
Fe -0.038 0.189 -0.263
P 2.131 -0.720 0.113
P -2.181 0.795 -0.937
F -0.498 -0.627 6.538
F -1.186 -2.234 4.438
F 0.664 2.867 3.521
F -0.992 -1.332 1.868
F 0.409 1.912 6.093
O 0.287 3.152 -0.463
O 0.013 1.209 1.355
O 1.890 1.681 -2.011
N -0.086 -0.974 -1.838
C -0.629 -0.499 2.917
C 1.120 -1.423 -2.340
C -1.259 -2.322 -3.386
C -3.395 0.991 0.370
C 3.478 0.286 0.732
C -0.056 -2.764 -3.908
C 0.192 1.617 3.745
C -0.740 -0.973 4.198
C -2.444 2.082 -2.167
C 2.228 -2.374 0.800
C -2.505 -0.788 -1.789
C -0.166 0.798 2.671
C -1.241 -1.384 -2.368
C 0.070 1.131 5.047
C 1.139 -2.298 -3.420
C -0.389 -0.161 5.269
C 2.284 -0.979 -1.620
H -3.503 2.116 -2.457
H -0.054 -3.478 -4.719
H 3.704 1.110 0.046
H 2.122 -2.608 -3.781
H 3.285 -1.245 -1.999
H -1.843 1.894 -3.065
H -4.396 1.130 -0.060
H 0.169 2.207 0.522
H 4.369 -0.339 0.868
H 3.276 -2.714 0.789
H -2.961 -1.461 -1.043
H 3.170 0.695 1.703
H 1.071 2.778 -0.935
H 0.581 3.996 -0.004
H -3.242 -0.602 -2.580
H -2.233 -2.644 -3.762
H 1.850 -2.334 1.826
H -2.156 3.058 -1.756
H 1.609 -3.067 0.211
H -3.118 1.868 0.973
H 1.429 1.855 -2.875
H 2.158 0.823 -2.078
H -3.383 0.102 1.016
```

Calculated values
**Molar mass**: 502.2 u
**2S+1**: 5
**LUMO level (spin up / spin down)**: -2.847 / -3.026 eV
**Charge**: +1